{
  "formula": "C24H35Cl2N3P2SZr",
  "method": "ωB97M-V/def2-TZVPD",
  "elements": ["Zr", "C", "P", "C", "N", "C", "C", "C", "C", "C", "C", "N", "C", "P", "C", "C", "C", "C", "C", "C", "C", "C", "C", "H", "H", "H", "H", "H", "H", "H", "H", "H", "H", "H", "H", "H", "H", "H", "H", "H", "H", "H", "H", "H", "H", "H", "H", "H", "H", "H", "H", "S", "C", "N", "C", "C", "C", "C", "H", "H", "H", "H", "H", "Cl", "C", "Cl", "H", "H"],
  "xyz": [[8.3347, 10.1671, 8.9699], [11.7057, 7.6470, 9.0005], [10.8010, 9.2051, 8.6234], [11.2528, 10.1854, 10.0821], [12.4349, 10.7082, 9.9995], [12.9773, 11.2450, 11.0697], [14.3644, 11.6429, 11.0736], [14.9324, 11.9745, 12.2165], [14.1491, 12.1305, 13.3691], [12.8129, 11.9335, 13.4417], [12.1846, 11.3833, 12.2606], [10.8668, 11.0300, 12.3035], [10.4494, 10.3708, 11.2324], [8.7466, 9.5533, 11.4858], [7.8893, 10.6079, 12.6058], [8.7310, 7.7945, 12.2200], [9.2683, 7.8895, 13.6832], [7.2765, 7.4698, 12.3197], [9.5332, 6.7932, 11.4226], [11.4204, 9.8850, 7.0442], [10.3657, 10.9392, 6.6900], [11.3692, 8.6888, 6.0374], [12.7805, 10.5330, 7.0292], [12.6046, 7.6652, 8.4047], [11.0906, 6.7546, 8.7778], [11.9080, 7.5948, 10.0798], [14.8737, 11.5735, 10.1557], [16.0200, 12.2468, 12.1474], [14.5388, 12.6420, 14.2186], [12.3321, 12.1347, 14.4170], [8.4203, 10.5375, 13.5793], [6.8078, 10.4986, 12.6960], [8.1170, 11.5734, 12.2250], [8.6228, 8.5300, 14.2189], [10.2727, 8.3218, 13.7887], [9.3085, 6.8322, 14.0976], [6.6473, 8.2311, 12.7326], [7.0247, 6.5959, 13.0113], [6.8134, 7.1369, 11.3906], [10.5826, 6.9846, 11.5296], [9.1479, 6.7839, 10.3485], [9.4633, 5.8022, 11.7956], [9.4265, 10.4721, 6.4098], [10.7808, 11.4724, 5.8232], [10.2582, 11.6725, 7.4519], [10.3646, 8.1498, 6.1107], [12.2121, 7.9388, 6.0837], [11.4990, 9.0264, 4.9924], [12.8237, 11.4787, 7.5275], [13.0586, 10.5925, 5.9029], [13.5661, 9.9709, 7.5525], [7.2092, 12.2754, 9.2418], [7.7316, 13.9568, 9.4412], [7.0892, 14.7805, 8.5596], [7.3415, 16.0670, 8.3897], [8.3852, 16.5492, 9.1294], [8.9816, 15.8382, 10.1120], [8.6831, 14.4423, 10.3024], [6.4265, 14.3623, 7.9059], [6.7655, 16.6329, 7.6690], [8.6696, 17.5509, 8.9771], [9.7957, 16.3205, 10.6763], [9.1960, 13.9023, 11.0975], [7.4563, 8.3108, 7.2393], [5.8779, 8.1648, 8.0552], [5.8987, 9.3719, 9.3652], [5.7314, 7.1961, 8.5187], [5.0422, 8.3336, 7.3446]],
  "e_tot_ev": -85623.201,
  "de_lowest_kcal_mol": 26.4,
  "gap_ev": 5.694,
  "homo_energy_ev": -19.2202,
  "total_charge": 4,
  "molar_mass_g_mol": 621.7
}